1.
Computed, not measured: 7 unconnected molecules or ions with the total composition C9H32O7, with ωB97M-V/def2-TZVPD.

```
48
Properties=species:S:1:pos:R:3:forces:R:3:nbo_charge:R:1
C -2.75983 -2.58511 1.04515 0.1 -0.1 -0.3 -0.63
C -1.25565 -2.55098 1.24425 0.3 0.7 -0.5 0.10
C -0.50130 -3.29648 0.14476 0.0 0.2 0.3 -0.63
O -0.81695 -1.17667 1.21833 -0.1 -0.3 0.3 -0.77
H -3.14724 -3.60396 0.98363 0.0 0.0 0.2 0.21
H -2.99258 -2.12293 0.07812 0.0 0.0 0.1 0.20
H -3.26645 -2.01853 1.82399 -0.1 -0.1 0.1 0.22
H -0.96591 -2.90211 2.23582 -0.1 -0.2 0.0 0.17
H -0.78420 -2.85926 -0.81566 0.0 -0.2 -0.1 0.21
H -0.69006 -4.37042 0.15740 -0.1 0.0 -0.1 0.20
H 0.56633 -3.11565 0.26595 0.0 -0.1 0.0 0.22
H -1.33564 -0.68843 0.55996 0.0 0.2 0.0 0.49
C 2.35516 -0.51441 2.17881 0.5 -0.1 -0.2 -0.64
C 1.48685 0.65372 2.58691 -0.4 -0.4 0.3 0.08
C 2.15054 1.53846 3.61815 0.6 0.1 -0.2 -0.63
O 1.14585 1.42597 1.41412 0.2 -0.1 0.5 -0.76
H 3.21526 -0.18962 1.58056 -0.1 0.1 0.0 0.21
H 1.81921 -1.27692 1.61247 -0.1 0.1 0.0 0.23
H 2.77575 -0.99389 3.06406 -0.1 0.0 0.1 0.22
H 0.55600 0.23062 2.98367 0.0 0.1 0.0 0.18
H 1.55540 2.43170 3.80470 0.0 0.0 0.1 0.21
H 3.12992 1.84976 3.24012 -0.1 0.2 0.0 0.22
H 2.34882 1.01065 4.55141 -0.3 0.0 0.0 0.21
H 0.39316 1.96439 1.68094 0.0 0.1 -0.3 0.49
C -4.00865 0.69806 -1.25424 0.0 -0.3 -0.3 -0.62
C -2.57376 0.52106 -1.71624 0.3 0.6 0.4 0.09
C -2.19067 1.42767 -2.87194 0.0 0.6 -0.4 -0.63
O -1.77019 0.88873 -0.57086 -0.3 -0.2 0.0 -0.77
H -4.12935 0.09416 -0.35418 -0.3 0.1 0.0 0.22
H -4.71434 0.36749 -2.01918 0.1 -0.2 0.0 0.21
H -4.25263 1.73889 -1.04522 0.2 0.1 0.2 0.21
H -2.38325 -0.53577 -1.93316 0.0 0.0 -0.2 0.16
H -1.11452 1.44882 -3.06645 0.0 -0.3 0.1 0.22
H -2.46966 2.45934 -2.62811 0.0 -0.1 0.1 0.21
H -2.66595 1.21248 -3.83231 -0.1 -0.3 0.2 0.22
H -0.84149 0.90461 -0.83728 0.2 -0.2 -0.1 0.50
O 0.83399 -0.75880 -3.66112 0.0 0.1 -0.2 -0.96
H 1.47745 -0.19174 -4.09660 -0.1 0.0 0.0 0.46
H 0.81862 -0.44688 -2.74514 0.0 -0.2 0.2 0.49
O 3.62067 3.18080 0.51829 0.0 0.0 -0.1 -0.95
H 3.00174 2.44160 0.46295 -0.1 0.0 0.2 0.48
H 4.40317 2.89798 0.03682 0.0 -0.1 0.0 0.47
O 1.01877 -0.00703 -0.86831 0.0 0.1 -0.2 -1.00
H 0.96575 -0.01803 0.09993 -0.3 0.0 -0.1 0.52
H 1.76407 0.58232 -1.03910 0.1 -0.1 -0.2 0.49
O 3.26802 1.23388 -2.30012 0.0 0.2 0.0 -0.96
H 3.16840 2.16532 -2.52344 0.0 0.0 0.0 0.48
H 3.79135 0.85515 -3.01259 0.0 -0.1 0.0 0.48
```
Positions in Å, forces in eV/Å.

Output
LUMO level   0.16 eV
Net charge   0
Spin multiplicity   1
Kohn-Sham gap   10.083 eV
Energy   -888.79010 hartree
ΔE to the lowest compared entry with this formula, charge and spin   0.00 kcal per mole
SMILES string   CC(C)O.CC(C)O.CC(C)O.O.O.O.O


2.
Computed, not measured: C16H20N4O4 in the gas phase in a non-equilibrium geometry, with ωB97M-V/def2-TZVPD.

```
44
Properties=species:S:1:pos:R:3:forces:R:3:nbo_charge:R:1
C -4.68091 0.05598 1.36784 0.0 1.2 0.5 -0.25
O -3.61393 0.15321 0.39872 1.7 -0.6 0.2 -0.52
C -2.35108 0.09245 0.96413 2.1 0.9 3.7 0.89
O -2.08202 0.33575 2.15768 -1.7 -0.6 -2.5 -0.63
N -1.25127 -0.24869 0.15960 -0.1 0.1 -0.5 -0.28
C -1.39559 -0.25736 -1.29597 1.0 -1.4 -0.4 -0.11
C -1.70331 -1.70794 -1.79287 -0.3 0.2 -0.7 -0.40
C -1.65295 -1.80792 -3.34504 0.0 0.1 0.7 -0.40
C -0.35877 -1.23138 -3.89841 0.2 -0.8 -1.0 -0.39
C -0.12551 0.20432 -3.50664 -0.2 0.7 0.4 -0.45
C -0.15247 0.25624 -2.00978 2.3 1.2 2.2 0.24
N 0.92939 0.71311 -1.39145 -2.1 -0.9 -0.5 -0.23
N 0.96046 0.64040 -0.00691 -0.7 -0.6 0.4 -0.14
C 1.73065 1.54887 0.74689 1.2 1.5 0.2 0.24
C 2.80949 2.29678 0.18276 -0.1 -0.9 0.0 -0.27
C 3.70503 3.03417 0.95503 -1.2 -0.1 0.9 -0.20
C 3.45982 3.15664 2.33396 0.2 -0.2 -0.2 -0.24
C 2.36561 2.51463 2.90543 0.4 0.2 -0.4 -0.20
C 1.50780 1.76145 2.10808 -0.2 -0.4 0.1 -0.28
N 0.10757 -0.28728 0.65687 -0.4 1.8 -1.1 -0.15
C 0.60788 -1.38412 1.38182 -0.4 -1.6 -0.5 0.90
O -0.11958 -2.33561 1.56900 0.7 0.7 0.5 -0.61
O 1.92495 -1.30694 1.78983 -2.0 1.2 -1.0 -0.51
C 2.34013 -2.28467 2.73151 1.3 -0.8 -0.3 -0.25
H -5.65843 0.13101 0.90706 0.2 0.2 -0.8 0.20
H -4.61774 0.85840 2.11024 0.2 -0.1 -0.2 0.20
H -4.67431 -0.86951 1.88406 0.4 -1.0 0.4 0.19
H -2.20572 0.42805 -1.55490 -0.1 -0.2 0.0 0.24
H -2.70297 -1.97459 -1.39953 0.5 -0.1 -0.2 0.22
H -0.96529 -2.43247 -1.40981 -0.2 0.5 0.3 0.22
H -1.74364 -2.85445 -3.66167 -0.1 0.2 0.1 0.22
H -2.47686 -1.25401 -3.77654 -0.4 0.1 -0.1 0.19
H 0.47802 -1.84650 -3.53696 0.0 0.2 -0.1 0.20
H -0.35988 -1.32269 -5.00150 0.0 0.0 0.4 0.21
H 0.83982 0.58042 -3.85953 -0.1 -0.1 0.1 0.24
H -0.90733 0.88108 -3.91254 0.2 -0.4 0.1 0.21
H 3.00143 2.21377 -0.86678 0.0 -0.1 -0.5 0.22
H 4.55414 3.53892 0.50873 -0.2 -0.1 -0.1 0.22
H 4.12140 3.73204 2.96691 0.1 0.0 0.0 0.21
H 2.22635 2.58137 3.98975 -0.2 0.0 -0.5 0.22
H 0.64837 1.31504 2.56316 -0.4 -0.4 0.2 0.23
H 1.79834 -2.21973 3.66310 -0.3 0.1 0.2 0.19
H 3.43068 -2.09565 2.90840 -1.1 0.0 -0.2 0.20
H 2.25225 -3.30260 2.31628 -0.2 0.4 0.2 0.19
```
Positions in Å, forces in eV/Å.

Output
LUMO level   0.70 eV
Net charge   0
Spin multiplicity   1
Kohn-Sham gap   8.333 eV
Energy   -1141.58671 hartree
ΔE to the lowest compared entry with this formula, charge and spin   125.98 kcal per mole
SMILES string   COC(=O)N1[C@@H]2CCCCC2=NN(c2ccccc2)N1C(=O)OC


3.
Computed, not measured: 2 unconnected molecules or ions with the total composition C8H19NO3S in a non-equilibrium geometry, with ωB97M-V/def2-TZVPD.

```
32
Properties=species:S:1:pos:R:3:forces:R:3:lowdin_spin:R:1
C 0.71609 -0.40859 -3.06285 -1.6 0.6 -1.9 0.01
C 1.09714 0.81519 2.20657 2.5 -0.5 -0.7 0.01
C 0.35071 -1.54222 1.81384 -2.4 0.3 0.5 0.01
C 2.20128 -0.48325 0.50144 0.3 0.3 -3.5 0.05
C -0.65075 -0.16740 -2.43279 -0.5 -0.9 -1.5 0.01
C -0.69384 -0.60286 -0.97662 -1.7 -3.4 -0.8 0.09
C 0.82520 -0.26815 1.16366 0.8 0.9 -0.9 0.05
C -0.03667 0.25143 -0.01125 6.9 -8.8 -0.3 0.52
N -2.46645 0.33311 1.14134 -3.5 0.2 2.1 0.11
O -0.86461 2.72154 0.84944 2.2 3.4 3.9 0.23
O 0.48159 1.46934 -0.85970 -0.2 0.1 2.4 0.25
O -1.88145 1.95664 -1.03248 -3.5 0.6 -4.9 0.13
S -0.89703 1.69744 -0.09815 -3.7 6.1 -0.4 0.38
H 0.94773 -1.44686 -3.12096 0.7 -0.8 0.7 0.00
H 1.43341 0.24849 -2.62544 0.9 0.0 0.4 0.00
H 0.65308 -0.15634 -4.14689 0.1 0.2 0.6 0.00
H 2.08349 0.64342 2.74821 -1.5 -0.4 -0.3 0.00
H 0.27709 0.89689 2.85311 -1.0 0.7 1.1 0.00
H 1.36206 1.68471 1.63037 -0.5 0.9 0.2 0.00
H -0.06305 -2.28619 1.15540 0.2 -0.3 -0.7 0.00
H 1.12342 -1.99981 2.37404 1.0 -0.3 0.5 0.00
H -0.50442 -1.38602 2.52883 0.8 0.3 -0.5 0.00
H 2.52280 0.49633 -0.04961 -0.3 -1.7 1.4 0.00
H 2.14621 -1.23713 -0.37889 0.0 0.9 1.6 0.00
H 2.93404 -0.81263 1.21799 0.4 -0.1 0.3 0.01
H -0.98849 0.82508 -2.66386 0.3 0.7 0.6 0.01
H -1.47094 -0.66452 -3.00254 0.7 -0.6 0.5 0.00
H -1.76738 -0.68975 -0.68128 0.4 0.0 -0.3 0.04
H -0.39595 -1.75440 -0.95609 0.0 2.3 0.4 0.03
H -3.12281 0.84238 0.52624 0.4 -0.6 -0.3 0.01
H -3.24913 -0.16350 1.78128 2.5 1.0 -1.0 0.03
H -2.10236 1.18762 1.60765 -0.6 -1.1 0.9 0.00
```
Positions in Å, forces in eV/Å.

Output
LUMO level (spin up / spin down)   0.68 / -4.41 eV
Net charge   0
Spin multiplicity   3
Kohn-Sham gap (spin up / spin down)   5.025 / 6.260 eV
Energy   -994.49831 hartree
ΔE to the lowest compared entry with this formula, charge and spin   143.60 kcal per mole